1.
38
Properties=species:S:1:pos:R:3:lowdin_charge:R:1 method="wB97M-V/def2-TZVPD" e_tot_ev=-58317.4017 homo_ev="0.49 / 0.49" multiplicity=3 total_charge=-2 max_force_ev_per_a=5.8 relative_energy_kcal_mol=60.7 s2=2.47 orbital_gap_ev="4.77 / 4.75"
C -0.85 0.77 -1.84 -0.365
C -1.03 -0.61 -2.21 -0.418
C 0.28 -1.24 -2.18 -0.429
C -2.29 -1.26 -2.65 -0.088
C 1.23 -0.23 -1.79 -0.358
C 0.52 1.00 -1.60 -0.264
C 1.15 2.35 -1.58 -0.042
C -1.88 1.83 -2.01 -0.100
C 0.60 -2.65 -2.53 -0.095
C 2.70 -0.35 -1.94 -0.087
Mo -0.39 -0.87 -0.18 0.841
Cl -1.44 -2.91 0.07 -0.035
Cl -1.92 0.66 0.84 0.174
Cl 1.70 -1.35 0.91 0.037
H -3.15 -0.60 -2.56 0.066
H -2.49 -2.18 -2.08 0.011
H -2.22 -1.50 -3.72 0.070
H -0.21 -3.33 -2.23 0.027
H 1.53 -2.97 -2.06 0.069
H 0.75 -2.73 -3.62 0.072
H 3.04 -1.38 -1.82 0.054
H 3.24 0.30 -1.26 0.078
H 2.96 -0.04 -2.96 0.082
H 2.03 2.40 -0.94 0.073
H 0.47 3.13 -1.25 0.074
H 1.46 2.59 -2.61 0.080
H -2.90 1.45 -1.93 0.057
H -1.76 2.26 -3.00 0.083
H -1.75 2.65 -1.29 0.065
O 1.36 3.26 1.75 -0.723
H 0.92 2.33 1.70 -0.158
C 0.67 0.16 4.43 -0.058
O 0.36 0.50 3.05 -0.168
C -0.38 -0.40 2.39 -0.788
O -1.05 -1.24 2.93 -0.080
H -0.21 0.32 5.05 0.074
H 1.49 0.84 4.71 0.089
H 0.99 -0.88 4.49 0.079



2.
43
Properties=species:S:1:pos:R:3:nbo_charge:R:1 method="wB97M-V/def2-TZVPD" e_tot_ev=-26733.3606 smiles="C=CCPCCN.CC(C)O.CC(C)O" homo_ev=-8.10 multiplicity=1 total_charge=0 max_force_ev_per_a=0.9 orbital_gap_ev=8.90
C 1.22 -1.82 0.29 -0.443
C 0.78 -0.65 0.76 -0.157
C 0.38 0.53 -0.08 -0.741
P -1.39 0.30 -0.60 0.537
C -2.28 -0.40 0.86 -0.740
C -2.69 -1.90 0.72 -0.216
N -2.47 -2.58 -0.54 -0.837
H 1.11 -2.71 0.89 0.199
H 1.73 -1.91 -0.66 0.190
H 0.65 -0.53 1.83 0.201
H 0.49 1.44 0.50 0.246
H 0.97 0.59 -1.00 0.246
H -1.87 1.63 -0.58 -0.042
H -3.17 0.22 0.99 0.226
H -1.67 -0.30 1.76 0.234
H -2.17 -2.47 1.49 0.189
H -3.75 -1.98 0.96 0.184
H -2.79 -2.04 -1.33 0.364
H -1.50 -2.82 -0.67 0.357
C -0.79 2.82 4.81 -0.630
C -0.22 3.16 3.44 0.095
C -0.35 4.64 3.13 -0.630
O -0.84 2.38 2.43 -0.727
H -1.86 3.06 4.84 0.198
H -0.68 1.76 5.01 0.218
H -0.29 3.38 5.60 0.213
H 0.84 2.87 3.41 0.174
H -1.40 4.93 3.11 0.198
H 0.07 4.86 2.15 0.219
H 0.16 5.25 3.87 0.212
H -1.78 2.60 2.42 0.462
C 1.52 -2.61 -5.16 -0.630
C 2.03 -1.50 -4.26 0.095
C 3.24 -1.94 -3.45 -0.631
O 0.99 -1.03 -3.39 -0.716
H 1.20 -3.46 -4.56 0.197
H 0.66 -2.26 -5.73 0.220
H 2.29 -2.94 -5.85 0.209
H 2.30 -0.63 -4.87 0.173
H 2.97 -2.78 -2.80 0.196
H 3.59 -1.13 -2.81 0.217
H 4.06 -2.26 -4.09 0.212
H 0.73 -1.77 -2.84 0.459



3.
178
Properties=species:S:1:pos:R:3:lowdin_charge:R:1 method="wB97M-V/def2-TZVPD" e_tot_ev=-92613.3294 homo_ev=-9.04 multiplicity=1 total_charge=0 max_force_ev_per_a=2.8 orbital_gap_ev=9.19
C 0.69 -0.28 3.85 -0.063
C 1.02 0.24 5.27 -0.397
C 0.93 1.74 5.24 -0.204
O 1.25 2.23 6.56 -0.192
C 1.34 3.65 6.60 -0.110
N 0.06 -0.35 6.24 0.049
H 0.96 -1.33 3.76 0.066
H 1.28 0.24 3.09 0.070
H -0.36 -0.12 3.60 0.064
H 2.02 -0.13 5.49 0.103
H -0.08 2.11 5.04 0.125
H 1.63 2.16 4.50 0.127
H 0.65 4.13 5.90 0.075
H 2.37 3.95 6.37 0.088
H 1.04 4.01 7.58 0.086
H -0.54 0.39 6.61 0.071
H -0.59 -0.97 5.76 0.055
C 0.39 8.93 3.19 -0.064
C 0.35 8.37 1.76 -0.413
C -0.10 6.92 1.72 -0.221
O 0.34 6.18 2.83 -0.166
C -0.28 4.94 2.86 -0.122
N -0.61 9.11 0.91 0.020
H 0.72 9.96 3.18 0.071
H 1.13 8.37 3.78 0.076
H -0.58 8.85 3.67 0.080
H 1.33 8.51 1.30 0.133
H 0.32 6.46 0.80 0.125
H -1.20 6.87 1.58 0.126
H -1.35 4.93 3.14 0.100
H 0.24 4.23 3.50 0.072
H -0.24 4.43 1.88 0.059
H -0.26 10.03 0.68 0.066
H -1.49 9.28 1.40 0.070
C 2.93 2.61 -2.96 -0.036
C 1.78 2.11 -3.85 -0.401
C 2.19 2.07 -5.30 -0.247
O 2.37 3.36 -5.76 -0.166
C 2.20 3.44 -7.14 -0.116
N 1.33 0.76 -3.46 0.053
H 3.74 1.88 -3.01 0.084
H 2.62 2.76 -1.93 0.032
H 3.30 3.58 -3.31 0.085
H 0.93 2.81 -3.75 0.136
H 1.34 1.63 -5.84 0.128
H 3.02 1.37 -5.48 0.128
H 2.28 4.50 -7.40 0.091
H 1.22 3.10 -7.49 0.092
H 3.00 2.93 -7.70 0.091
H 2.21 0.18 -3.40 0.065
H 1.02 0.61 -2.49 0.062
C 3.55 -2.58 0.92 -0.069
C 4.84 -1.92 1.19 -0.434
C 5.17 -1.83 2.66 -0.235
O 4.35 -0.91 3.29 -0.184
C 4.76 -0.71 4.59 -0.120
N 5.90 -2.62 0.41 0.043
H 3.25 -2.64 -0.12 0.083
H 2.73 -2.06 1.43 0.074
H 3.54 -3.60 1.32 0.083
H 4.80 -0.90 0.77 0.130
H 6.20 -1.43 2.71 0.128
H 5.14 -2.82 3.14 0.139
H 3.96 -0.18 5.12 0.072
H 5.65 -0.08 4.56 0.096
H 4.87 -1.66 5.12 0.100
H 5.73 -3.63 0.47 0.078
H 6.85 -2.51 0.76 0.068
C 0.32 -5.03 -1.83 -0.047
C -1.20 -4.96 -1.65 -0.423
C -1.83 -6.24 -2.16 -0.239
O -3.18 -6.05 -2.14 -0.228
C -3.92 -7.08 -2.75 -0.085
N -1.49 -4.73 -0.25 0.070
H 0.77 -5.77 -1.17 0.073
H 0.75 -4.07 -1.55 0.064
H 0.61 -5.22 -2.86 0.080
H -1.65 -4.13 -2.20 0.125
H -1.56 -7.06 -1.47 0.139
H -1.48 -6.47 -3.17 0.133
H -3.67 -7.21 -3.82 0.096
H -4.98 -6.79 -2.73 0.084
H -3.83 -8.03 -2.21 0.095
H -1.06 -5.37 0.43 0.042
H -2.49 -4.90 -0.07 0.070
C -6.37 -3.76 -1.77 -0.068
C -5.25 -2.83 -1.41 -0.437
C -5.08 -2.84 0.12 -0.196
O -3.91 -2.12 0.45 -0.227
C -3.45 -2.44 1.68 -0.124
N -4.00 -3.15 -2.12 0.070
H -6.46 -3.81 -2.85 0.087
H -7.32 -3.39 -1.37 0.086
H -6.29 -4.76 -1.33 0.079
H -5.51 -1.81 -1.70 0.119
H -5.04 -3.89 0.45 0.132
H -5.95 -2.36 0.59 0.140
H -2.66 -1.74 1.96 0.091
H -2.97 -3.43 1.74 0.075
H -4.21 -2.43 2.48 0.102
H -3.84 -4.18 -2.18 0.049
H -3.25 -2.82 -1.49 0.057
C 5.92 -2.50 -3.20 -0.074
C 5.16 -2.73 -4.48 -0.440
C 4.09 -1.66 -4.65 -0.256
O 3.28 -1.51 -3.55 -0.213
C 2.19 -2.40 -3.58 -0.104
N 6.05 -2.71 -5.66 0.036
H 6.84 -3.09 -3.17 0.078
H 5.39 -2.78 -2.28 0.056
H 6.22 -1.45 -3.06 0.088
H 4.63 -3.68 -4.42 0.128
H 3.46 -1.87 -5.54 0.133
H 4.53 -0.69 -4.94 0.124
H 2.54 -3.45 -3.58 0.089
H 1.59 -2.26 -4.49 0.099
H 1.56 -2.26 -2.71 0.073
H 6.09 -1.77 -6.06 0.068
H 7.00 -2.85 -5.32 0.062
C -4.69 1.74 4.11 -0.280
C -3.62 2.31 3.27 -0.261
O -2.42 1.55 3.48 -0.096
O -5.85 2.55 4.11 -0.052
H -4.34 1.70 5.14 0.124
H -4.90 0.70 3.84 0.120
H -3.50 3.39 3.45 0.124
H -3.90 2.27 2.20 0.100
H -1.83 1.69 2.71 0.042
H -6.41 2.30 3.36 0.085
C -2.52 3.70 -0.18 -0.237
C -2.57 4.31 -1.57 -0.213
O -3.12 5.65 -1.59 -0.061
O -3.77 3.32 0.33 -0.071
H -2.05 4.41 0.50 0.107
H -1.90 2.78 -0.18 0.078
H -3.10 3.66 -2.28 0.106
H -1.54 4.25 -1.98 0.116
H -2.41 6.28 -1.49 0.074
H -4.01 2.49 -0.10 0.045
C -0.13 -0.46 0.27 -0.191
C -0.98 0.76 0.35 -0.237
O -0.60 1.65 1.39 -0.099
O 1.20 -0.13 -0.21 -0.100
H -0.51 -1.08 -0.55 0.121
H -0.05 -1.03 1.19 0.102
H -2.00 0.42 0.58 0.116
H -1.05 1.29 -0.61 0.103
H -0.15 2.39 0.94 0.042
H 1.68 0.37 0.47 0.041
C -0.04 -5.30 3.36 -0.217
C 0.73 -4.50 2.37 -0.259
O 1.40 -5.36 1.43 -0.080
O -1.22 -5.87 2.74 -0.074
H -0.36 -4.67 4.21 0.125
H 0.62 -6.06 3.78 0.128
H 1.49 -3.89 2.85 0.108
H 0.11 -3.78 1.81 0.107
H 0.82 -6.11 1.24 0.073
H -2.00 -5.47 3.13 0.074
C -2.22 0.44 -3.33 -0.240
C -3.69 0.50 -3.68 -0.269
O -3.98 0.14 -5.00 -0.042
O -1.62 1.71 -3.58 -0.067
H -1.73 -0.30 -3.98 0.123
H -2.18 0.14 -2.28 0.099
H -3.97 1.54 -3.50 0.122
H -4.21 -0.09 -2.91 0.085
H -3.49 -0.66 -5.19 0.084
H -0.69 1.62 -3.30 0.031
O 3.28 1.76 0.62 -0.049
H 3.86 1.37 -0.06 0.072
H 3.75 1.64 1.46 0.074
O 1.02 3.35 -0.11 -0.068
H 1.45 4.18 -0.35 0.066
H 1.75 2.66 -0.11 0.025
O -4.45 0.53 -0.31 -0.066
H -4.29 -0.44 -0.16 0.035
H -5.31 0.59 -0.77 0.061



4.
112
Properties=species:S:1:pos:R:3:lowdin_charge:R:1 method="wB97M-V/def2-TZVPD" e_tot_ev=-66849.1855 homo_ev="-10.08 / -9.92" multiplicity=2 total_charge=+1 max_force_ev_per_a=3.5 s2=0.89 orbital_gap_ev="6.16 / 5.68"
Ru 0.22 -0.69 0.97 1.289
C -3.80 -2.44 0.07 -0.035
C -4.17 -3.18 1.20 -0.034
C -3.33 -3.15 2.27 0.007
C -2.11 -2.41 2.23 -0.343
N -1.75 -1.69 1.11 0.022
C -2.63 -1.73 0.09 -0.185
N -1.41 -2.49 3.34 0.177
C -0.17 -2.14 3.58 -0.270
N 0.71 -1.55 2.69 -0.043
C 1.95 -1.53 3.28 -0.271
N 3.07 -1.08 2.76 0.175
C 3.28 -0.45 1.62 -0.315
C 4.63 -0.06 1.42 0.009
C 4.97 0.75 0.38 -0.039
C 3.95 1.17 -0.48 -0.046
C 2.68 0.69 -0.29 -0.168
N 2.31 -0.13 0.70 0.015
C 1.87 -2.09 4.60 -0.096
C 2.82 -2.30 5.59 0.007
C 2.39 -2.86 6.78 -0.053
C 1.05 -3.20 6.98 -0.053
C 0.10 -3.02 5.99 0.008
C 0.52 -2.45 4.79 -0.097
H -4.42 -2.42 -0.81 0.117
H -5.09 -3.75 1.22 0.117
H -3.52 -3.68 3.19 0.117
H -2.37 -1.16 -0.80 0.086
H 5.35 -0.42 2.14 0.117
H 5.99 1.07 0.23 0.116
H 4.16 1.86 -1.29 0.104
H 1.90 0.96 -0.98 0.061
H 3.85 -2.03 5.43 0.120
H 3.10 -3.03 7.58 0.111
H 0.75 -3.63 7.93 0.110
H -0.94 -3.28 6.14 0.118
C 0.16 -3.95 -0.04 -0.041
C -0.40 -3.45 -1.37 -0.383
C -1.30 -4.50 -2.03 -0.035
C 0.72 -3.05 -2.30 -0.132
C 1.60 -4.04 -2.70 -0.034
C 2.63 -3.77 -3.57 -0.052
C 2.72 -2.50 -4.10 -0.029
C 1.84 -1.47 -3.76 -0.114
C 2.06 -0.19 -4.54 -0.349
C 2.29 1.02 -3.66 -0.049
C 0.97 0.06 -5.59 -0.046
C 0.85 -1.74 -2.79 -0.085
N -0.06 -0.72 -2.32 0.039
B -0.20 0.02 -1.07 -0.445
N -1.19 1.06 -1.37 0.029
C -1.75 0.72 -2.58 -0.076
C -1.09 -0.33 -3.13 -0.075
C -1.53 2.32 -0.79 -0.118
C -1.01 3.48 -1.39 -0.139
C -1.29 4.72 -0.83 -0.037
C -2.06 4.84 0.31 -0.057
C -2.62 3.70 0.86 -0.034
C -2.39 2.45 0.31 -0.133
C -3.20 1.30 0.85 -0.362
C -4.70 1.61 0.75 -0.041
C -2.83 0.95 2.30 -0.055
C -0.19 3.45 -2.66 -0.371
C 1.16 4.13 -2.49 -0.049
C -0.98 4.08 -3.81 -0.038
H -0.65 -4.28 0.62 0.081
H 0.72 -3.14 0.46 0.055
H 0.84 -4.79 -0.18 0.085
H -1.01 -2.58 -1.17 0.069
H -0.78 -5.44 -2.17 0.080
H -1.63 -4.15 -3.01 0.090
H -2.18 -4.68 -1.42 0.074
H 1.47 -5.04 -2.32 0.113
H 3.33 -4.54 -3.86 0.111
H 3.50 -2.29 -4.81 0.113
H 2.99 -0.35 -5.10 0.125
H 1.44 1.18 -3.01 0.041
H 2.44 1.91 -4.27 0.088
H 3.17 0.87 -3.04 0.069
H 0.12 0.59 -5.16 0.058
H 0.63 -0.87 -6.02 0.087
H 1.37 0.67 -6.39 0.083
H -2.60 1.26 -2.97 0.135
H -1.31 -0.83 -4.05 0.134
H -0.89 5.61 -1.29 0.114
H -2.26 5.81 0.74 0.112
H -3.27 3.80 1.71 0.116
H -3.01 0.43 0.23 0.083
H -5.01 2.36 1.48 0.079
H -5.28 0.70 0.93 0.078
H -4.95 1.98 -0.25 0.088
H -2.84 1.83 2.93 0.083
H -1.83 0.51 2.33 0.023
H -3.54 0.23 2.70 0.087
H -0.01 2.41 -2.94 0.091
H 1.04 5.19 -2.27 0.077
H 1.74 4.04 -3.41 0.075
H 1.74 3.68 -1.68 0.070
H -1.16 5.14 -3.63 0.081
H -1.95 3.58 -3.93 0.079
H -0.43 3.98 -4.74 0.084
C 0.60 4.03 3.32 -0.033
C 0.38 2.88 4.07 -0.031
C 0.31 1.66 3.43 -0.125
N 0.44 1.53 2.11 0.040
C 0.69 2.62 1.40 -0.122
C 0.76 3.89 1.95 -0.028
H 0.63 5.00 3.78 0.117
H 0.25 2.94 5.14 0.114
H 0.12 0.75 3.99 0.111
H 0.81 2.49 0.33 0.090
H 0.95 4.74 1.32 0.115



5.
39
Properties=species:S:1:pos:R:3:nbo_charge:R:1 method="wB97M-V/def2-TZVPD" e_tot_ev=-43967.5790 homo_ev=-12.89 multiplicity=1 total_charge=+1 max_force_ev_per_a=5.6 relative_energy_kcal_mol=28.5 orbital_gap_ev=7.53
Rh -0.81 0.35 -0.72 0.903
O -0.26 3.82 -2.24 -0.921
S -1.02 2.62 -2.07 2.523
O -2.23 2.47 -2.82 -0.917
O -0.12 1.36 -2.32 -0.822
O -1.27 2.38 -0.56 -0.845
C 3.37 3.08 0.05 -0.614
C 2.14 2.60 -0.72 -0.764
P 1.16 1.43 0.26 1.419
C 2.33 0.06 0.69 -0.756
C 1.66 -1.23 1.17 -0.607
C 0.67 2.27 1.80 -0.762
C -0.46 1.56 2.56 -0.605
H 3.92 3.79 -0.57 0.253
H 4.05 2.26 0.28 0.212
H 3.11 3.59 0.98 0.216
H 2.41 2.10 -1.65 0.267
H 1.48 3.43 -0.99 0.301
H 3.01 0.44 1.45 0.255
H 2.90 -0.13 -0.22 0.252
H 1.29 -1.14 2.19 0.219
H 2.37 -2.06 1.14 0.239
H 0.82 -1.49 0.53 0.196
H 0.34 3.27 1.50 0.270
H 1.56 2.36 2.42 0.254
H -1.27 1.28 1.88 0.211
H -0.88 2.22 3.31 0.246
H -0.11 0.66 3.06 0.212
C -3.07 -4.08 -2.23 -0.400
N -2.66 -3.64 -0.89 -0.420
C -2.71 -4.62 0.21 -0.399
C -2.21 -2.45 -0.70 0.683
N -1.80 -1.37 -0.52 -0.674
H -4.09 -4.45 -2.18 0.229
H -2.41 -4.88 -2.57 0.224
H -3.02 -3.25 -2.92 0.237
H -3.72 -5.02 0.28 0.230
H -2.45 -4.15 1.15 0.231
H -2.02 -5.43 0.00 0.224



6.
48
Properties=species:S:1:pos:R:3:nbo_charge:R:1 method="wB97M-V/def2-TZVPD" e_tot_ev=-44120.4151 smiles="C=CCn1cc(-c2n[nH]c3c2CN(C(=O)C2(c4ccccc4Cl)CC2)C3)cn1" homo_ev=-8.35 multiplicity=1 total_charge=0 max_force_ev_per_a=0.5 relative_energy_kcal_mol=43.3 orbital_gap_ev=8.86
C -0.91 4.25 1.74 -0.380
C 0.02 3.86 0.88 -0.188
C 0.95 2.71 1.15 -0.252
N 0.85 1.70 0.11 -0.162
C -0.23 0.98 -0.24 -0.032
C 0.18 0.11 -1.23 -0.201
C -0.63 -0.86 -1.95 0.199
N -0.12 -1.65 -2.89 -0.277
N -1.14 -2.41 -3.33 -0.328
C -2.29 -2.11 -2.69 0.121
C -2.01 -1.12 -1.81 -0.115
C -3.24 -0.73 -1.05 -0.225
N -4.24 -1.61 -1.68 -0.412
C -5.52 -1.56 -1.26 0.699
O -5.87 -0.78 -0.39 -0.631
C -6.52 -2.50 -1.92 -0.184
C -6.45 -3.90 -1.37 -0.064
C -6.72 -4.02 0.00 -0.129
C -6.67 -5.25 0.64 -0.225
C -6.34 -6.39 -0.07 -0.199
C -6.08 -6.30 -1.43 -0.229
C -6.13 -5.06 -2.06 -0.024
Cl -5.75 -5.07 -3.77 -0.015
C -7.87 -1.89 -2.11 -0.388
C -6.98 -2.14 -3.30 -0.404
C -3.71 -2.55 -2.68 -0.233
C 1.56 0.39 -1.39 -0.032
N 1.94 1.38 -0.59 -0.260
H -1.55 5.10 1.53 0.205
H -1.06 3.74 2.68 0.191
H 0.16 4.36 -0.06 0.208
H 1.98 3.06 1.18 0.242
H 0.73 2.25 2.12 0.203
H -1.19 1.12 0.23 0.222
H -0.95 -3.09 -4.04 0.410
H -3.17 -0.93 0.02 0.210
H -3.52 0.32 -1.17 0.215
H -6.97 -3.12 0.55 0.229
H -6.88 -5.31 1.70 0.219
H -6.30 -7.35 0.42 0.220
H -5.82 -7.17 -2.01 0.229
H -8.71 -2.55 -1.96 0.219
H -7.97 -0.87 -1.77 0.239
H -6.52 -1.28 -3.75 0.222
H -7.27 -2.93 -3.97 0.231
H -4.21 -2.45 -3.64 0.220
H -3.82 -3.59 -2.35 0.216
H 2.26 -0.06 -2.06 0.219